C50H55Br2CrN10O4 as an isolated structure at a distorted geometry. Source: OMol25; level of theory: ωB97M-V/def2-TZVPD.

Results
Gap between HOMO and LUMO (alpha / beta): 5.8 / 6.0 eV
Total energy: -8978.82365 Eh

```
! wB97M-V def2-TZVPD RIJCOSX def2/J DEFGRID3
* xyz 2 2
Cr 0.58 0.34 0.41
O 5.19 -0.92 3.27
C 4.47 -2.06 3.04
C 4.85 -3.27 3.61
C 4.13 -4.42 3.34
C 3.00 -4.37 2.53
C 2.61 -3.16 2.00
C 3.34 -2.00 2.23
C 2.91 -0.66 1.65
O 1.60 -0.35 1.88
N 3.15 -0.64 0.14
N 1.93 -0.88 -0.44
C 1.75 -1.96 -1.11
C 0.46 -2.57 -1.24
Br -0.72 -1.97 0.20
C 0.11 -3.64 -1.97
C 0.85 -4.20 -3.09
C 1.81 -3.48 -3.82
C 2.48 -4.09 -4.87
C 2.21 -5.40 -5.21
C 1.25 -6.12 -4.51
C 0.56 -5.52 -3.47
H 5.89 -1.10 3.91
H 5.72 -3.31 4.26
H 4.44 -5.36 3.78
H 2.43 -5.27 2.34
H 1.70 -3.09 1.41
H 3.59 0.09 2.05
H 3.84 -1.33 -0.13
H 2.61 -2.56 -1.40
H -0.79 -4.17 -1.69
H 2.00 -2.44 -3.60
H 3.21 -3.52 -5.43
H 2.74 -5.87 -6.03
H 1.03 -7.14 -4.78
H -0.19 -6.07 -2.93
C -1.16 2.45 2.59
O -0.71 1.17 2.09
C -1.45 0.14 2.71
C -1.03 -0.33 3.94
C -1.81 -1.25 4.62
Br -1.23 -1.89 6.30
C -3.02 -1.67 4.09
C -3.43 -1.22 2.84
C -2.64 -0.30 2.14
O -2.98 0.22 0.94
C -4.76 -1.57 2.30
N -5.88 -1.37 2.93
C -6.88 -1.65 2.02
C -8.26 -1.52 2.14
C -9.04 -1.79 1.03
C -8.46 -2.21 -0.18
C -7.10 -2.33 -0.32
C -6.32 -2.04 0.79
N -4.95 -1.95 0.98
H -1.23 2.41 3.68
H -2.13 2.70 2.17
H -0.44 3.21 2.30
H -0.10 0.02 4.37
H -3.65 -2.36 4.64
H -3.91 0.00 0.75
H -8.70 -1.20 3.08
H -10.11 -1.68 1.09
H -9.11 -2.41 -1.02
H -6.65 -2.65 -1.26
H -4.26 -2.38 0.39
C 2.09 2.68 3.20
N 3.08 2.79 2.14
C 4.21 3.64 2.51
C 2.90 2.31 0.90
N 1.63 2.13 0.37
C 1.01 3.37 0.16
C 1.71 4.56 0.35
C 1.07 5.81 0.34
C -0.28 5.89 0.16
C -1.01 4.73 -0.17
C -2.39 4.83 -0.45
C -3.09 3.75 -0.91
C -2.41 2.55 -1.14
C -1.08 2.38 -0.83
N -0.48 1.13 -1.20
C -0.61 0.87 -2.51
N -0.94 -0.38 -2.94
C -2.18 -0.99 -2.48
C -0.47 -0.90 -4.22
N -0.43 1.80 -3.46
C -1.24 1.86 -4.66
C 0.45 2.95 -3.28
C -0.35 3.46 -0.26
N 3.97 2.10 0.14
C 3.86 1.97 -1.31
C 5.31 1.83 0.65
H 2.61 2.40 4.12
H 1.38 1.91 2.97
H 1.59 3.64 3.36
H 3.81 4.55 2.96
H 4.78 3.93 1.63
H 4.86 3.16 3.24
H 2.77 4.55 0.53
H 1.66 6.70 0.51
H -0.79 6.84 0.22
H -2.88 5.79 -0.31
H -4.15 3.82 -1.12
H -2.95 1.72 -1.58
H -2.05 -2.07 -2.35
H -2.97 -0.83 -3.22
H -2.48 -0.54 -1.54
H 0.40 -0.33 -4.56
H -1.24 -0.87 -4.99
H -0.18 -1.94 -4.09
H -2.05 1.13 -4.62
H -0.65 1.69 -5.56
H -1.69 2.85 -4.73
H 1.20 2.73 -2.53
H -0.10 3.85 -2.99
H 0.95 3.15 -4.23
H 2.82 1.95 -1.60
H 4.33 1.04 -1.62
H 4.37 2.80 -1.80
H 5.99 2.65 0.46
H 5.69 0.95 0.13
H 5.28 1.61 1.71
*
```